# 1
{"formula": "C32H30BiN5OS2", "method": "the ωB97M-V functional and the def2-TZVPD basis", "homo_lumo_gap_ev": 6.86, "relative_energy_kcal_mol": 0.0, "energy_ev": -70666.8729, "charge": 2, "elements": ["Bi", "C", "C", "C", "C", "C", "C", "C", "H", "H", "H", "H", "H", "H", "H", "H", "C", "C", "C", "C", "N", "C", "C", "C", "C", "C", "C", "N", "C", "C", "C", "C", "C", "N", "H", "H", "H", "H", "H", "H", "H", "H", "H", "H", "H", "C", "C", "N", "C", "C", "S", "C", "C", "S", "C", "N", "C", "H", "H", "H", "H", "H", "H", "H", "H", "C", "C", "O", "H", "H", "H"], "positions_angstrom": [[10.3142, 9.0208, 8.3291], [14.9430, 6.8428, 9.6449], [13.6050, 6.5416, 9.0499], [12.6966, 5.7291, 9.7233], [11.4696, 5.4200, 9.1658], [11.1232, 5.9198, 7.9218], [12.0264, 6.7243, 7.2371], [13.2564, 7.0319, 7.7972], [15.6524, 6.0599, 9.3752], [14.8844, 6.8791, 10.7313], [15.3336, 7.7882, 9.2724], [12.9702, 5.3123, 10.6829], [10.7934, 4.7621, 9.6883], [10.1860, 5.6338, 7.4731], [11.8184, 7.0455, 6.2292], [13.9706, 7.6200, 7.2370], [7.5050, 12.3849, 7.2168], [8.3488, 13.4089, 6.8144], [9.7093, 13.2806, 7.0482], [10.1924, 12.1364, 7.6736], [9.3570, 11.1568, 8.0668], [8.0570, 11.2728, 7.8299], [11.6114, 11.9426, 7.9828], [12.6268, 12.8152, 7.5967], [13.9232, 12.5490, 8.0164], [14.1502, 11.5155, 8.9116], [13.0786, 10.7068, 9.2935], [11.8744, 10.8771, 8.7428], [13.1404, 9.7657, 10.4204], [14.0752, 9.9358, 11.4433], [13.9548, 9.1582, 12.5842], [12.9262, 8.2313, 12.6635], [12.0686, 8.1129, 11.5774], [12.1674, 8.8613, 10.4960], [6.4418, 12.4452, 7.0478], [7.9630, 14.2863, 6.3190], [10.3846, 14.0611, 6.7400], [7.4432, 10.4442, 8.1396], [12.4218, 13.6734, 6.9793], [14.7438, 13.1712, 7.6911], [15.1358, 11.3388, 9.3123], [14.8542, 10.6777, 11.3738], [14.6458, 9.2823, 13.4035], [12.8016, 7.6165, 13.5405], [11.2568, 7.4002, 11.5710], [8.9162, 7.0382, 5.3241], [8.0043, 7.1911, 6.4745], [8.2634, 7.8031, 7.5977], [7.2272, 7.7172, 8.4918], [6.1452, 7.0306, 8.0218], [6.4324, 6.4727, 6.4326], [7.3872, 8.3163, 9.7970], [6.6758, 8.0920, 10.9410], [7.2918, 9.0392, 12.2298], [8.4804, 9.7000, 11.1558], [8.3880, 9.2293, 9.9503], [9.4951, 10.6911, 11.5689], [9.9326, 7.2794, 5.6162], [8.6160, 7.7041, 4.5135], [8.8720, 6.0201, 4.9390], [5.2175, 6.8299, 8.5151], [5.8578, 7.4204, 11.0935], [9.0176, 11.5688, 12.0016], [10.0814, 10.9880, 10.7028], [10.1586, 10.2675, 12.3231], [11.5868, 9.8352, 5.3191], [10.2726, 9.7420, 6.0316], [9.2202, 10.0433, 5.5374], [11.6286, 9.0604, 4.5519], [12.4256, 9.7228, 5.9979], [11.6496, 10.7798, 4.7767]], "forces_ev_per_a": [[0.0, -0.5, -0.1], [0.1, 0.0, 0.0], [0.0, -0.1, 0.0], [0.1, 0.0, -0.2], [-0.1, 0.0, 0.1], [0.0, -0.1, -0.1], [0.0, -0.2, -0.1], [0.0, 0.0, 0.1], [0.1, 0.0, 0.0], [0.1, 0.0, 0.0], [0.1, 0.0, 0.0], [0.0, 0.0, 0.1], [-0.1, -0.1, 0.1], [-0.1, 0.0, -0.1], [0.0, 0.1, -0.2], [0.1, 0.1, 0.0], [0.1, 0.2, -0.1], [-0.1, -0.3, 0.1], [0.2, -0.3, 0.1], [-0.7, 0.5, -0.3], [0.0, 0.6, 0.1], [-0.2, 0.2, -0.1], [0.9, 0.2, 0.0], [-0.1, -0.2, 0.0], [-0.2, -0.1, 0.1], [-0.2, -0.2, 0.0], [0.4, 0.6, -0.4], [-0.1, 0.2, 0.1], [0.4, -0.3, 0.7], [-0.2, -0.1, -0.2], [-0.1, -0.1, -0.1], [0.1, 0.1, -0.1], [0.0, -0.1, 0.4], [0.0, 0.4, -0.2], [-0.1, -0.1, 0.0], [-0.1, 0.1, 0.0], [0.0, 0.1, 0.0], [-0.1, 0.0, 0.0], [0.0, 0.1, -0.1], [0.0, 0.1, 0.0], [0.1, 0.0, 0.0], [0.0, 0.1, 0.0], [0.1, 0.0, 0.1], [-0.1, -0.1, 0.1], [-0.1, -0.2, 0.1], [0.0, 0.0, -0.4], [-0.8, -0.4, -0.1], [0.3, 0.2, -0.2], [-1.0, -0.6, -0.4], [0.4, 0.2, -0.1], [0.5, 0.3, 0.3], [-0.6, -0.1, 1.0], [0.3, 0.2, -0.2], [0.3, 0.1, -0.6], [-0.5, -0.2, 0.6], [0.2, 0.1, 0.0], [0.1, 0.2, 0.3], [0.0, -0.1, -0.1], [0.1, 0.1, 0.0], [0.1, 0.0, 0.0], [-0.3, 0.0, 0.2], [-0.2, -0.2, 0.0], [0.0, 0.1, 0.0], [0.1, 0.1, 0.0], [0.1, 0.0, 0.0], [0.0, 0.2, -0.5], [0.1, -0.3, 0.2], [0.1, 0.0, -0.2], [0.0, -0.2, 0.0], [0.2, 0.0, 0.0], [0.0, 0.1, 0.0]]}

# 2
{"formula": "C32H30Cl2CsF2N8OS", "method": "the ωB97M-V functional and the def2-TZVPD basis", "homo_lumo_gap_ev": [2.55, 5.00], "relative_energy_kcal_mol": 17.7, "spin_multiplicity": 2, "energy_ev": -89502.1380, "charge": -2, "elements": ["Cs", "C", "N", "C", "C", "N", "C", "C", "C", "C", "C", "C", "N", "C", "N", "C", "C", "C", "C", "C", "C", "N", "H", "H", "H", "H", "H", "H", "H", "H", "H", "H", "H", "H", "H", "H", "H", "Cl", "C", "Cl", "H", "H", "N", "C", "C", "C", "C", "C", "C", "C", "C", "N", "C", "H", "H", "H", "H", "H", "H", "H", "H", "O", "N", "C", "C", "C", "C", "C", "S", "H", "H", "H", "H", "F", "C", "F", "H"], "positions_angstrom": [[-0.5073, 0.6712, 0.7963], [-2.8215, -2.6112, -1.4723], [-1.9093, -2.0514, -2.4477], [-2.5333, -1.0621, -3.3034], [-1.5164, -0.0464, -3.7232], [-0.5459, 0.3670, -2.9708], [0.1557, 1.2860, -3.7482], [1.3083, 2.0017, -3.4391], [1.8047, 2.8562, -4.4049], [1.1740, 2.9955, -5.6513], [0.0319, 2.2826, -5.9739], [-0.4577, 1.4227, -4.9968], [-1.5338, 0.5484, -4.9592], [-2.0474, -3.2098, -0.3431], [-0.8878, -2.7975, 0.0538], [-0.5846, -3.5839, 1.1638], [0.5111, -3.5199, 2.0154], [0.5440, -4.3965, 3.0826], [-0.4911, -5.3182, 3.3046], [-1.5949, -5.3817, 2.4732], [-1.6179, -4.4905, 1.4062], [-2.5497, -4.2396, 0.4122], [-3.4512, -3.3822, -1.9341], [-3.5002, -1.8519, -1.0492], [-1.1080, -1.6444, -1.9722], [-3.3486, -0.5318, -2.7940], [-2.9629, -1.5374, -4.1948], [1.7880, 1.8904, -2.4753], [2.6981, 3.4271, -4.1870], [1.5934, 3.6771, -6.3818], [-0.4499, 2.3904, -6.9383], [-2.1916, 0.3677, -5.6939], [1.2788, -2.7739, 1.8675], [1.3683, -4.3461, 3.7817], [-0.4340, -5.9825, 4.1587], [-2.4048, -6.0769, 2.6590], [-3.4524, -4.6631, 0.3090], [-3.7894, 1.9585, -1.8221], [-4.0446, 2.1723, -0.0643], [-4.2925, 0.5930, 0.7477], [-4.9352, 2.7725, 0.0680], [-3.1352, 2.6486, 0.3699], [3.2605, -0.9610, 0.6072], [4.2570, -0.1259, 0.0621], [5.5549, -0.5840, -0.1605], [6.5017, 0.2652, -0.7231], [6.1645, 1.5658, -1.0709], [4.8593, 2.0578, -0.8604], [4.4565, 3.3872, -1.1583], [3.1466, 3.7851, -0.8131], [2.2768, 2.8670, -0.2765], [2.5772, 1.5652, -0.0493], [3.8802, 1.1870, -0.2894], [3.5435, -1.4362, 1.4525], [2.4502, -0.3786, 0.7865], [5.8111, -1.6061, 0.0972], [7.5099, -0.0988, -0.8941], [6.9068, 2.2279, -1.5065], [5.1735, 4.0866, -1.5738], [2.8092, 4.8021, -0.9772], [1.2548, 3.1633, -0.0480], [-1.5416, -1.0977, 2.5197], [-1.7126, -0.7095, 3.7551], [-2.9724, -0.7034, 4.2445], [-3.2673, -0.3256, 5.5275], [-2.2123, 0.0743, 6.3519], [-0.9381, 0.0766, 5.8461], [-0.6308, -0.3115, 4.5213], [0.9470, -0.2767, 3.8774], [-3.7119, -1.0139, 3.5222], [-4.2966, -0.3288, 5.8570], [-2.3962, 0.3907, 7.3715], [-0.0968, 0.3916, 6.4470], [-2.9909, 3.9825, 2.3799], [-2.0193, 3.9028, 1.3068], [-2.5466, 4.9021, 0.3929], [-1.1644, 4.4467, 1.7461]], "forces_ev_per_a": [[0.4, 0.5, -0.6], [0.1, 0.0, 0.0], [-0.1, 0.0, 0.0], [0.1, 0.1, -0.1], [-0.1, -0.1, 0.0], [0.1, -0.1, -0.1], [0.0, -0.1, 0.2], [0.0, 0.0, 0.0], [0.0, 0.0, -0.1], [0.0, 0.0, 0.0], [0.0, 0.0, 0.0], [-0.1, 0.0, -0.1], [0.1, 0.1, 0.0], [-0.2, 0.0, -0.1], [0.1, -0.1, 0.1], [0.1, 0.2, -0.1], [0.0, 0.0, 0.0], [-0.1, 0.0, 0.0], [0.1, 0.0, 0.0], [0.0, 0.0, 0.0], [-0.1, -0.1, 0.0], [0.1, 0.0, 0.1], [0.0, 0.0, 0.0], [0.0, 0.0, 0.0], [0.0, 0.0, 0.0], [0.0, 0.0, 0.0], [0.0, 0.0, 0.0], [0.0, 0.0, 0.0], [0.0, 0.0, 0.0], [0.0, 0.0, 0.0], [0.0, 0.0, 0.0], [0.0, 0.0, 0.0], [0.0, 0.0, 0.0], [0.0, 0.0, 0.0], [0.0, 0.0, 0.0], [0.0, 0.0, 0.0], [0.0, 0.0, 0.0], [-0.1, 0.0, 0.1], [0.0, -0.1, -0.1], [0.0, 0.2, -0.2], [0.0, 0.0, 0.0], [0.1, -0.1, 0.0], [-0.1, 0.0, -0.1], [0.0, -0.1, 0.0], [0.0, 0.0, 0.0], [0.0, 0.0, 0.0], [0.0, -0.1, 0.0], [-0.1, 0.0, 0.0], [-0.1, 0.0, 0.0], [0.1, 0.0, -0.1], [-0.1, -0.1, 0.0], [0.0, 0.1, 0.0], [0.0, 0.0, -0.1], [0.1, 0.0, 0.0], [0.0, -0.1, 0.2], [0.0, 0.0, 0.0], [0.0, 0.0, 0.0], [0.0, 0.0, 0.0], [0.0, 0.0, 0.0], [0.0, 0.0, 0.0], [0.0, 0.1, 0.0], [-0.4, -0.4, 0.5], [0.1, -0.1, -0.1], [0.0, 0.0, 0.1], [0.0, 0.0, 0.0], [-0.1, 0.0, 0.0], [0.1, 0.0, 0.0], [0.1, 0.0, 0.0], [-0.1, 0.0, 0.1], [0.0, 0.0, 0.0], [0.0, 0.0, 0.0], [0.0, 0.0, 0.0], [0.0, 0.0, 0.0], [0.0, 0.0, 0.0], [-0.1, 0.0, 0.0], [0.0, 0.0, 0.0], [0.0, 0.0, 0.0]]}

# 3
{"formula": "C32H30ClIrN5O2S", "method": "the ωB97M-V functional and the def2-TZVPD basis", "homo_lumo_gap_ev": 6.66, "relative_energy_kcal_mol": 25.9, "energy_ev": -71417.0683, "charge": -1, "elements": ["Ir", "N", "C", "S", "N", "N", "C", "C", "C", "C", "C", "C", "C", "C", "C", "C", "C", "C", "N", "H", "H", "H", "H", "H", "H", "H", "H", "H", "H", "H", "O", "C", "N", "C", "O", "C", "C", "C", "C", "C", "C", "H", "H", "H", "H", "C", "C", "C", "C", "H", "H", "H", "H", "H", "H", "H", "H", "H", "Cl", "C", "C", "C", "C", "C", "C", "C", "H", "H", "H", "H", "H", "H"], "positions_angstrom": [[-0.1634, 0.2659, 0.5280], [3.1983, 2.9649, -0.5284], [2.1149, 2.1278, -0.4781], [0.8473, 2.5463, 0.6005], [2.1472, 1.1236, -1.3261], [1.0676, 0.3168, -1.2269], [0.8638, -0.5667, -2.1431], [1.6557, -0.6592, -3.3951], [3.0368, -0.8378, -3.3616], [3.7556, -0.9699, -4.5388], [3.1092, -0.9142, -5.7672], [1.7368, -0.7179, -5.8097], [1.0169, -0.5935, -4.6297], [-0.1952, -1.5240, -1.8441], [-0.4418, -2.6282, -2.6597], [-1.4636, -3.4993, -2.3495], [-2.2282, -3.2619, -1.2172], [-1.8917, -2.1851, -0.4211], [-0.9012, -1.3408, -0.7086], [3.3648, 3.4763, 0.3221], [4.0144, 2.5651, -0.9648], [3.5347, -0.8870, -2.4027], [4.8274, -1.1202, -4.4980], [3.6731, -1.0210, -6.6856], [1.2249, -0.6608, -6.7623], [-0.0546, -0.4333, -4.6649], [0.1904, -2.7992, -3.5183], [-1.6583, -4.3595, -2.9778], [-3.0473, -3.9095, -0.9380], [-2.4226, -1.9891, 0.4940], [1.7768, -2.4657, -0.0472], [2.2780, -1.6927, 0.7517], [1.6725, -0.6113, 1.3474], [2.5675, -0.0083, 2.2124], [2.3741, 0.9288, 2.9566], [3.8806, -0.7492, 2.1238], [5.0794, -0.5539, 2.7744], [6.1125, -1.4505, 2.5046], [5.9293, -2.5025, 1.6107], [4.7098, -2.6825, 0.9592], [3.6997, -1.7872, 1.2382], [5.2058, 0.2715, 3.4638], [7.0685, -1.3345, 3.0007], [6.7432, -3.1926, 1.4243], [4.5566, -3.4931, 0.2575], [-2.8260, -1.4950, 2.8699], [-1.3123, -1.2943, 2.9640], [-0.8818, -1.5373, 4.4136], [-0.8889, 0.1068, 2.4924], [-3.1128, -2.5272, 3.0975], [-3.2152, -1.2328, 1.8879], [-3.3316, -0.8400, 3.5858], [-0.8103, -2.0524, 2.3473], [-1.3097, -0.7672, 5.0626], [0.2054, -1.4925, 4.5065], [-1.2200, -2.5140, 4.7768], [-0.0392, 0.4469, 3.0901], [-1.7193, 0.7916, 2.7031], [-7.4620, 0.0052, 1.7504], [-5.8367, 0.3632, 1.2066], [-5.3472, -0.2423, 0.0640], [-4.0671, 0.0684, -0.3715], [-3.2484, 0.9787, 0.3063], [-1.8905, 1.3230, -0.1818], [-3.7930, 1.5808, 1.4465], [-5.0650, 1.2779, 1.9029], [-5.9669, -0.9394, -0.4855], [-3.6906, -0.4032, -1.2710], [-1.6821, 2.3689, 0.0422], [-1.8599, 1.1973, -1.2710], [-3.1999, 2.3113, 1.9833], [-5.4591, 1.7468, 2.7951]], "forces_ev_per_a": [[0.7, 1.2, -1.1], [0.0, 0.0, 0.1], [-0.1, 0.1, -0.1], [-0.2, -0.9, 0.7], [0.1, 0.1, -0.1], [-0.7, 0.2, 0.2], [0.1, 0.0, -0.1], [0.1, -0.2, 0.1], [0.0, -0.1, 0.1], [0.0, 0.0, 0.0], [0.0, 0.0, 0.0], [0.0, 0.0, 0.0], [0.0, 0.1, 0.0], [-0.2, -0.1, -0.2], [0.0, 0.1, -0.1], [-0.1, -0.1, 0.0], [0.1, 0.0, -0.1], [0.0, -0.1, 0.1], [0.4, 0.0, 1.1], [0.0, 0.0, 0.0], [0.0, 0.0, -0.1], [0.0, 0.0, 0.0], [0.0, 0.0, 0.0], [0.0, 0.0, 0.0], [0.0, 0.0, 0.0], [0.0, 0.0, 0.0], [0.0, 0.0, 0.0], [0.0, 0.0, 0.0], [0.0, 0.0, 0.1], [0.1, 0.0, 0.0], [0.0, -0.1, 0.0], [-0.1, 0.1, 0.0], [0.0, -0.2, -0.2], [-0.1, -0.1, 0.1], [0.0, 0.0, 0.0], [0.0, 0.0, 0.1], [0.1, 0.1, 0.0], [0.0, 0.0, 0.0], [0.0, 0.0, 0.0], [0.0, -0.1, -0.1], [0.0, 0.0, 0.0], [0.0, 0.0, 0.0], [0.0, 0.0, 0.0], [0.0, 0.0, 0.0], [0.0, 0.0, 0.0], [0.1, 0.0, 0.1], [0.0, 0.0, 0.2], [0.0, -0.1, -0.1], [-0.4, -0.1, -0.4], [0.0, 0.0, 0.0], [-0.1, 0.1, 0.1], [0.0, 0.0, 0.0], [0.0, 0.0, 0.0], [0.0, 0.0, 0.0], [0.0, 0.0, 0.0], [0.0, 0.0, 0.0], [0.0, 0.0, 0.0], [0.1, 0.0, 0.1], [0.0, 0.0, 0.0], [0.0, 0.0, 0.0], [0.0, 0.0, 0.0], [0.0, 0.0, 0.0], [0.0, -0.1, 0.0], [0.5, -0.2, -0.1], [0.0, 0.0, 0.0], [0.0, 0.0, 0.0], [0.0, 0.0, 0.0], [0.0, 0.0, -0.1], [-0.1, 0.0, -0.1], [-0.1, 0.1, 0.0], [0.0, 0.0, 0.0], [0.0, 0.0, 0.0]]}